No. 1
Computed, not measured: a structure of composition C9H4Cl2F5O2PdS at a distorted geometry, with wB97M-V/def2-TZVPD.

Computed properties:
**Total charge**: -1
**M**: 448.51 g/mol
**Frontier orbital gap**: 7.4 eV
**ΔE to the lowest compared entry with this formula, charge and spin**: 115.7 kJ/mol
**HOMO level**: -0.170 hartree

XYZ file:
```
24
Properties=species:S:1:pos:R:3:forces:R:3
Pd 0.816 0.107 1.233 0.19 1.10 -0.35
Cl -0.538 -1.779 0.099 -0.22 -0.34 -0.14
C -1.840 -0.930 -0.710 0.02 -0.05 0.08
C -2.795 -1.752 -1.288 0.04 0.03 0.03
C -3.859 -1.193 -1.968 -0.03 0.03 -0.01
C -3.947 0.188 -2.052 -0.04 0.00 -0.02
C -2.984 0.984 -1.462 -0.04 0.06 -0.01
Cl -3.199 2.708 -1.634 0.06 -0.10 0.05
C -1.872 0.478 -0.751 0.03 0.09 0.05
S -0.691 1.545 -0.031 -0.38 -0.19 -0.26
H -2.688 -2.825 -1.205 0.01 0.02 0.01
H -4.610 -1.823 -2.428 0.01 0.02 0.01
H -4.768 0.660 -2.575 0.02 0.00 0.00
F 1.520 -1.268 3.383 0.10 -0.14 0.18
C 0.770 -0.163 3.090 0.25 -0.55 0.08
F -0.501 -0.461 3.456 -0.22 0.06 0.13
H 1.145 0.663 3.696 0.00 0.25 -0.17
F 5.750 0.183 0.739 -0.02 0.08 -0.09
C 4.846 0.852 -0.014 0.05 0.03 -0.03
F 5.116 2.160 0.118 0.02 -0.08 -0.01
F 5.084 0.530 -1.299 0.04 0.02 0.09
C 3.414 0.466 0.422 -0.23 0.14 0.13
O 2.798 1.323 1.107 0.18 -0.49 0.21
O 3.031 -0.654 0.073 0.15 0.01 0.02
```
Positions in Å, forces in eV/Å.

Atom charges from the Löwdin analysis, given in e for atoms 1 to 6:
1. Pd 0.578
2. Cl 0.702
3. C -0.633
4. C -0.146
5. C -0.113
6. C -0.146



No. 2
Computed, not measured: a structure of composition C9H4F9NO6PtSb at a distorted geometry, with wB97M-V/def2-TZVPD.

Computed properties:
**M**: 709.95 g/mol
**Frontier orbital gap (spin up / spin down)**: 6.5 / 7.1 eV
**ΔE to the lowest compared entry with this formula, charge and spin**: 228.4 kJ/mol
**Spin multiplicity**: 2
**⟨S²⟩**: 0.7606
**HOMO level (spin up / spin down)**: -0.399 / -0.401 hartree

XYZ file:
```
31
Properties=species:S:1:pos:R:3:forces:R:3
Pt 0.861 0.466 0.272 -1.00 -1.91 0.70
O -0.773 -1.503 -3.319 -0.40 -0.38 -0.50
C -0.336 -1.092 -2.159 0.39 0.41 0.32
O 0.487 -0.204 -2.030 0.03 0.23 -0.07
C -0.906 -1.815 -0.981 -0.19 -0.19 -0.76
C -1.731 -2.929 -1.059 0.28 0.54 0.01
C -2.169 -3.510 0.127 0.11 0.06 0.37
C -1.769 -2.971 1.343 -0.10 0.02 -0.77
C -0.943 -1.853 1.314 0.54 0.67 1.54
N -0.531 -1.311 0.192 1.27 1.59 -0.30
C -0.371 -1.152 2.618 -2.08 -2.24 -1.43
O -0.793 -1.568 3.664 0.30 0.27 0.49
O 0.483 -0.283 2.344 2.18 2.56 -0.35
H -0.412 -0.984 -4.060 0.08 0.03 0.35
H -2.023 -3.307 -2.027 0.02 0.00 -0.01
H -2.808 -4.382 0.093 -0.01 0.02 0.02
H -2.081 -3.382 2.292 0.08 0.11 0.10
F 5.461 0.719 -1.014 -0.35 -0.15 0.04
C 4.900 1.319 0.041 0.66 0.19 -0.06
F 5.563 0.926 1.132 -0.32 -0.20 0.08
F 5.091 2.624 -0.092 -0.33 0.14 -0.02
C 3.393 0.963 0.151 1.33 -0.49 -0.08
O 2.576 1.887 0.303 -2.53 -0.05 0.19
O 3.058 -0.234 0.089 -1.20 -0.31 0.05
F -1.090 1.597 0.081 0.79 0.17 0.19
Sb -2.081 3.504 0.123 -0.15 -0.98 -0.26
F -3.553 2.433 0.697 0.71 0.46 -0.27
F -2.457 3.031 -1.695 0.16 0.27 0.90
F -0.459 4.294 -0.462 -0.53 -0.35 0.22
F -3.115 5.077 0.111 0.46 -0.43 -0.01
F -1.472 3.639 1.911 -0.21 -0.07 -0.68
```
Positions in Å, forces in eV/Å.

Atom charges from the Löwdin analysis, given in e for atoms 1 to 6:
1. Pt 1.556
2. O 0.184
3. C -0.442
4. O 0.046
5. C -0.145
6. C 0.046



No. 3
Computed, not measured: a structure of composition C9H5AgF6N4O8S3 at a distorted geometry, with wB97M-V/def2-TZVPD.

Computed properties:
**Total charge**: -2
**M**: 615.22 g/mol
**Frontier orbital gap**: 7.2 eV
**ΔE to the lowest compared entry with this formula, charge and spin**: 95.5 kJ/mol
**HOMO level**: -0.094 hartree

XYZ file:
```
36
Properties=species:S:1:pos:R:3:forces:R:3
Ag -0.841 -0.687 -0.624 -0.34 1.57 -0.65
F 2.780 -3.311 -1.109 -0.25 -0.14 -0.22
C 1.435 -3.308 -0.977 0.31 0.54 0.37
F 1.042 -4.569 -0.890 -0.21 -0.03 -0.10
F 0.926 -2.718 -2.047 -0.14 -0.21 0.06
S 1.235 -2.311 0.619 0.44 -0.29 0.79
O 1.806 -1.048 0.232 -0.34 -0.16 0.16
O 1.992 -3.131 1.527 -0.16 -0.03 0.05
N -0.263 -2.103 1.229 0.02 -0.21 -1.01
S -1.601 -2.844 0.763 0.40 -0.82 0.33
O -1.572 -3.288 -0.612 0.06 -0.02 0.19
O -2.778 -2.246 1.302 0.21 0.31 0.02
C -1.521 -4.397 1.736 -0.07 0.29 -0.04
F -1.533 -4.107 3.045 0.02 -0.28 -0.10
F -0.422 -5.097 1.461 -0.02 -0.17 0.10
F -2.593 -5.151 1.456 0.10 -0.14 0.15
C -0.286 2.098 2.213 0.11 0.10 -0.05
C 0.246 2.355 0.843 -0.01 0.11 0.15
N 0.132 1.545 -0.169 0.14 -0.19 -0.49
C 0.733 2.159 -1.248 0.02 -0.09 -0.11
C 1.237 3.384 -0.856 -0.17 -0.26 -0.02
N 0.914 3.476 0.467 -0.14 -0.21 0.10
C 1.973 4.541 -1.474 0.32 0.30 -0.80
O 2.243 4.462 -2.715 -0.40 -0.69 0.39
O 2.244 5.475 -0.701 -0.06 -0.13 0.03
C 0.716 1.455 -2.574 -0.39 -0.27 1.06
O 1.283 2.052 -3.584 0.81 1.51 -0.20
O 0.183 0.361 -2.694 0.23 0.23 -0.02
H -0.885 1.193 2.180 -0.04 -0.05 0.00
H -0.921 2.921 2.550 0.03 -0.05 -0.03
H 0.525 1.961 2.935 -0.06 0.01 -0.06
H 1.142 4.288 1.009 0.11 0.22 0.04
H 1.678 2.984 -3.315 -0.35 -0.70 -0.05
S -4.850 2.002 0.620 0.10 -0.03 -0.09
C -3.629 1.116 -0.065 -0.32 0.18 0.24
N -2.770 0.488 -0.532 0.02 -0.21 -0.19
```
Positions in Å, forces in eV/Å.

Atom charges from the Löwdin analysis, given in e for atoms 1 to 6:
1. Ag 0.715
2. F 0.104
3. C -0.675
4. F 0.138
5. F 0.133
6. S 0.584



No. 4
Computed, not measured: a structure of composition C9H5ClNO7V, with wB97M-V/def2-TZVPD.

Computed properties:
**Total charge**: +2
**M**: 325.54 g/mol
**Frontier orbital gap**: 7.2 eV
**HOMO level**: -0.667 hartree

XYZ file:
```
24
Properties=species:S:1:pos:R:3:forces:R:3
V -1.213 -0.724 -0.328 -0.49 -0.38 0.33
O 3.593 2.770 -0.612 -0.19 -0.08 -0.02
C 2.590 1.935 -0.571 0.20 0.19 -0.04
C 2.694 0.605 -0.092 0.06 -0.04 0.00
C 1.555 -0.143 -0.085 -0.24 0.24 -0.15
N 0.375 0.375 -0.461 0.54 0.25 -0.30
C 0.295 1.579 -1.061 0.19 -0.31 0.22
C 1.374 2.403 -1.131 -0.07 0.05 -0.03
C -1.037 1.725 -1.730 -0.10 -0.07 -0.06
O -1.449 2.537 -2.450 -0.08 0.01 0.07
O -1.773 0.531 -1.351 0.06 0.61 -0.26
C 1.408 -1.616 0.154 -0.11 -0.06 -0.06
O 2.177 -2.418 0.497 -0.04 -0.05 0.00
O 0.025 -1.910 -0.166 0.60 -0.21 0.10
H 4.419 2.418 -0.251 0.15 -0.01 0.05
H 3.642 0.176 0.207 -0.01 0.00 0.01
H 1.333 3.366 -1.624 0.00 0.00 0.01
Cl -3.182 -2.136 -0.383 -0.18 -0.31 0.17
C -3.295 -2.392 1.418 0.05 0.02 -0.31
C -2.353 -1.470 2.166 -0.10 -0.10 0.00
O -2.099 -1.475 3.294 0.06 0.15 -0.05
O -1.730 -0.497 1.244 -0.28 0.05 0.29
H -3.019 -3.425 1.617 0.00 -0.02 0.02
H -4.330 -2.213 1.700 -0.02 0.06 0.02
```
Positions in Å, forces in eV/Å.

Atom charges from the Löwdin analysis, given in e for atoms 1 to 6:
1. V 1.078
2. O 0.205
3. C -0.206
4. C 0.156
5. C -0.105
6. N 0.019



No. 5
Computed, not measured: a structure of composition C9H5CuNO4 at a distorted geometry, with wB97M-V/def2-TZVPD.

Computed properties:
**Total charge**: +2
**M**: 254.69 g/mol
**Frontier orbital gap (spin up / spin down)**: 8.0 / 5.8 eV
**Spin multiplicity**: 2
**⟨S²⟩**: 0.7564
**HOMO level (spin up / spin down)**: -0.649 / -0.649 hartree

XYZ file:
```
20
Properties=species:S:1:pos:R:3:forces:R:3
O 2.750 -0.729 -1.841 -4.46 -0.38 0.61
C 1.625 -0.867 -1.654 7.38 -0.18 -0.98
Cu -0.148 -1.085 -1.359 0.63 -0.63 2.58
O 0.304 -5.255 -1.973 -0.42 4.26 0.61
C 0.191 -4.120 -1.812 0.36 -3.81 -0.54
C -0.513 -0.003 -2.761 -1.79 4.87 -7.31
O -0.746 0.686 -3.654 0.97 -2.77 3.83
C -1.921 -1.303 -1.064 -7.06 -1.96 1.64
O -3.046 -1.442 -0.878 4.41 0.68 -0.87
C 0.202 2.030 2.435 -0.01 0.03 0.05
C -1.031 1.615 1.960 0.09 -0.41 -0.59
C -1.092 0.719 0.889 1.35 0.60 0.70
N 0.044 0.222 0.287 0.07 0.57 1.01
C 1.262 0.643 0.778 -1.23 0.59 0.84
C 1.356 1.543 1.843 -0.18 -0.42 -0.55
H 0.262 2.731 3.261 0.00 -0.07 -0.05
H -1.942 1.989 2.410 -0.05 -0.11 -0.13
H -2.079 0.457 0.559 -0.04 -0.36 -0.38
H 2.197 0.305 0.370 -0.08 -0.37 -0.33
H 2.326 1.862 2.203 0.04 -0.12 -0.14
```
Positions in Å, forces in eV/Å.

Atom charges from the Löwdin analysis, given in e for atoms 1 to 6:
1. O 0.293
2. C -0.007
3. Cu 0.420
4. O 0.114
5. C 0.076
6. C 0.009



No. 6
Computed, not measured: the ion C9H5O3 with charge -1 at a distorted geometry, with wB97M-V/def2-TZVPD.

Computed properties:
**Total charge**: -1
**M**: 161.14 g/mol
**Frontier orbital gap (spin up / spin down)**: 6.8 / 6.8 eV
**ΔE to the lowest compared entry with this formula, charge and spin**: 286.6 kJ/mol
**HOMO level (spin up / spin down)**: -0.127 / -0.128 hartree
**Structure (SMILES)**: O=C([O-])C1=C(c2ccccc2)O1

XYZ file:
```
17
Properties=species:S:1:pos:R:3:forces:R:3
O 4.138 -0.664 -1.051 1.03 -0.54 -1.56
C 3.978 -0.450 0.130 -2.19 0.97 0.48
O 4.496 -0.735 1.189 0.56 -0.13 0.63
C 2.570 0.371 0.173 0.14 -0.68 0.41
C 1.275 0.480 0.165 1.58 -0.63 0.36
C -0.077 0.225 0.047 0.14 -0.09 0.68
C -0.924 1.333 -0.121 0.63 -0.11 0.94
C -2.255 1.085 -0.254 -2.18 -1.13 -0.38
C -2.803 -0.210 -0.143 -0.81 -1.09 -1.39
C -1.932 -1.318 0.033 -2.88 1.03 1.15
C -0.606 -1.065 0.224 -0.76 -1.55 -0.69
O 2.153 1.630 -0.279 0.18 0.90 -0.14
H -0.521 2.320 0.155 -0.17 -0.39 -0.98
H -2.957 1.851 -0.531 -0.10 0.58 0.32
H -3.897 -0.489 -0.388 1.74 1.05 0.57
H -2.444 -2.319 0.248 1.22 1.29 -0.59
H -0.193 -2.045 0.401 1.87 0.53 0.19
```
Positions in Å, forces in eV/Å.

Atom charges from the Löwdin analysis, given in e for atoms 1 to 6:
1. O 0.015
2. C -0.719
3. O -0.003
4. C -0.010
5. C -0.111
6. C -0.197



For each record above, in turn, the calculated DFT total energy values are -66442.713 -57415.745 -84568.425 -63429.091 -63712.627 -15553.837 eV.